Entry 1:
115
Properties=species:S:1:pos:R:3:mulliken_charge:R:1 method="wB97M-V/def2-TZVPD" orbital_gap_ev=7.62 multiplicity=1 charge=+1
O 4.45 -3.89 -4.67 -0.55
H 4.57 2.54 -3.84 0.45
H -1.13 0.33 -1.50 0.34
O -6.80 5.82 -1.44 -0.34
C 3.63 -10.63 -3.15 -0.37
H 3.19 6.16 3.30 0.29
S 1.89 -0.24 1.30 0.95
H -3.68 3.10 5.18 0.34
H 1.50 5.58 -4.35 0.38
C -2.05 2.79 3.79 0.36
O 2.75 -5.60 -4.13 -0.24
H 2.07 3.90 5.05 0.22
C -3.50 2.65 4.20 -0.49
C 4.09 1.53 -3.80 -1.20
O 2.70 -4.50 -6.29 -0.36
H 0.00 -0.80 3.50 -0.27
C 2.50 4.89 4.92 -0.28
H -5.12 3.96 -0.28 0.23
F -2.38 4.21 -1.73 -0.24
C -2.34 1.95 -2.39 -0.01
F -2.46 -2.43 -1.42 -0.24
H -1.65 3.78 4.03 -0.02
H 1.64 -1.44 -1.80 0.20
H -0.46 -0.30 9.90 0.32
H 2.36 -11.54 -4.65 0.31
O 1.18 5.72 3.18 -0.27
O 1.11 -1.63 1.12 -0.29
C 2.24 0.19 -3.18 0.44
O -6.52 4.98 0.82 -0.32
H -4.95 1.40 -4.61 0.40
H 4.88 0.86 -3.39 0.33
H -0.98 -2.00 9.77 0.33
C -3.44 2.26 -3.27 -0.74
F -1.38 2.70 -0.35 -0.11
H 1.21 -4.24 -4.00 0.06
O 2.60 -7.50 -3.59 -0.50
C -5.28 4.97 0.11 -0.17
O 2.79 -8.59 -5.82 -0.60
C -3.69 -0.19 -3.76 -0.76
C 1.08 -2.31 2.39 -0.45
O -0.68 5.51 4.77 -0.54
C 2.03 2.51 -3.00 -0.75
C 2.27 -10.99 -3.70 -0.37
C -1.96 0.59 -2.19 0.23
C 1.28 4.66 -3.78 -0.59
H 1.36 -1.53 4.39 0.40
H 2.82 4.49 2.81 0.30
S 2.76 -8.66 -4.41 1.33
C -5.45 5.98 -1.00 -0.24
C -2.62 -0.49 -2.87 -0.27
H 3.49 4.92 5.37 0.32
H 1.67 -11.58 -3.00 0.32
O -1.36 1.78 4.52 -0.11
H 0.22 -2.98 2.44 0.36
F -0.71 -1.84 -2.60 -0.16
O 2.76 -2.18 8.00 -0.56
H 4.35 -11.43 -3.25 0.31
H -5.34 7.00 -0.63 0.36
H 3.10 3.83 -4.15 0.18
S 3.79 -5.02 -5.22 1.07
S 0.49 6.29 4.52 1.04
O 0.96 -0.55 7.55 -0.21
C -1.58 3.08 -1.65 1.25
O 1.06 0.80 0.78 -0.40
O 4.04 -9.49 -3.91 -0.32
H -1.92 2.60 2.72 0.05
H -4.19 3.08 3.48 0.32
O -2.41 0.35 6.22 -0.63
C 0.04 4.56 -3.14 -0.59
C 0.75 2.35 -2.32 1.36
F -2.43 -2.73 -3.62 -0.27
O 4.48 -6.12 -5.78 -0.54
O -3.71 1.24 4.32 -0.33
C -0.24 3.35 -2.38 0.05
H 1.36 -6.04 -6.47 0.27
H -3.78 3.29 -3.43 0.42
C 2.52 5.31 3.46 -0.29
O 1.52 0.10 -4.12 -0.50
O 1.07 -1.65 9.71 -0.33
H -1.12 -0.48 7.56 0.24
H -4.46 5.22 0.78 0.31
H 0.55 1.44 -1.73 -0.17
C -0.27 -1.26 9.41 -0.41
O -2.03 -0.51 3.91 -0.62
O -8.35 6.54 0.33 -0.52
H 3.82 1.14 -4.80 0.45
O 2.76 0.05 9.12 -0.54
C 2.55 -1.00 -2.26 -0.83
H 3.56 -10.33 -2.10 0.28
O -8.43 4.21 -0.54 -0.52
O 1.87 -0.17 2.90 -0.24
O 3.24 -0.42 0.88 -0.64
N 2.22 3.66 -3.68 0.12
H 3.23 -0.66 -1.46 0.30
S 2.08 -1.08 8.59 1.10
C -0.31 -1.12 7.90 -0.05
H 0.70 -5.94 -4.13 0.29
N 2.95 1.48 -2.84 0.25
C 1.42 -5.20 -4.48 -0.09
C -2.08 -1.91 -2.59 0.86
S -2.34 0.54 4.81 1.05
C -4.10 1.18 -3.94 -0.70
C 1.43 -5.07 -5.99 -0.31
H 0.63 -4.43 -6.35 0.36
C 1.01 -1.20 3.41 0.24
S -7.72 5.38 -0.19 1.04
H -0.74 5.34 -3.18 0.49
O 1.64 5.84 5.55 -0.30
H 2.00 -2.89 2.48 0.34
O 1.63 -9.74 -3.98 -0.33
H -4.75 5.81 -1.82 0.18
H -0.39 -2.10 7.42 0.20
O 0.47 7.70 4.46 -0.54
H 3.06 -1.83 -2.80 0.20
H -4.19 -1.03 -4.26 0.46

---

Entry 2:
66
Properties=species:S:1:pos:R:3:nbo_charge:R:1 method="wB97M-V/def2-TZVPD" orbital_gap_ev=6.84 multiplicity=1 charge=-1
H -0.51 4.15 -0.92 0.18
C -0.34 -5.04 -0.36 -0.14
C -0.63 -2.59 -0.58 -0.02
H -2.83 -0.96 -2.91 0.23
C -0.42 -6.34 -0.89 -0.17
H 6.67 3.31 3.62 0.20
C 0.33 3.53 -1.24 -0.25
N -0.80 -0.41 -1.23 -0.25
C 0.12 -4.82 0.98 -0.14
C -2.52 0.08 -2.94 -0.22
O 2.96 0.78 -0.53 -0.83
C -0.87 -6.55 -2.17 -0.25
C -1.48 0.47 -2.12 0.12
C 6.92 2.21 1.81 -0.32
O 4.97 0.51 -1.45 -0.72
H -3.26 3.48 2.45 0.22
C 4.79 2.90 2.68 -0.27
C -3.43 -0.66 2.42 -0.99
C 4.89 1.63 0.62 -0.29
H -3.44 -1.51 1.73 0.23
C -1.26 -5.45 -2.94 -0.21
C 0.17 2.01 3.78 0.77
H -4.44 -0.46 2.76 0.21
N -1.11 -1.61 -1.42 -0.18
Sn 0.88 0.63 0.76 1.52
C 6.17 2.85 2.78 -0.19
C -1.09 1.82 -2.13 0.29
H -4.34 2.26 3.16 0.21
N 0.63 1.82 2.70 -1.00
H -1.48 -3.33 -3.06 0.22
H -4.48 0.44 -0.53 0.22
H 3.09 2.30 1.53 0.21
O -0.28 2.21 4.87 -0.63
C -0.21 -2.40 0.76 0.39
C -3.18 0.98 -3.77 -0.24
C -1.19 -4.17 -2.44 -0.22
H 1.12 3.58 -0.50 0.21
O 7.05 1.02 -0.22 -0.71
C -1.74 2.73 -2.95 -0.30
H -0.10 -7.18 -0.28 0.20
O -0.05 2.17 -1.32 -0.51
C 4.22 0.93 -0.54 0.79
O -0.22 -1.28 1.38 -0.83
H -3.28 3.04 -4.40 0.21
H -2.67 2.43 3.75 0.25
C -4.39 1.29 0.15 -1.01
H 6.38 0.71 -0.91 0.50
H -1.44 3.77 -2.96 0.22
Sb -2.65 1.05 1.40 1.07
H -5.28 1.35 0.78 0.21
H -1.63 -5.60 -3.95 0.20
H -0.93 -7.55 -2.58 0.20
H 0.50 -3.40 2.52 0.22
C 6.30 1.61 0.71 0.43
C -0.73 -3.93 -1.13 0.07
H 0.71 3.88 -2.20 0.18
C 4.17 2.28 1.61 -0.15
H -3.99 0.65 -4.40 0.21
H 0.43 -5.68 1.57 0.20
C 0.17 -3.58 1.51 -0.27
C -2.78 2.31 -3.77 -0.20
H -2.79 -0.91 3.26 0.23
C -3.31 2.48 2.87 -1.00
H -4.31 2.20 -0.45 0.22
H 4.20 3.39 3.44 0.21
H 8.00 2.17 1.87 0.21

---

Entry 3:
10
Properties=species:S:1:pos:R:3:nbo_charge:R:1 method="wB97M-V/def2-TZVPD" orbital_gap_ev=10.77 multiplicity=1 e_above_lowest_kcal_mol=18.5 smiles="N#CN(S[N+](=O)[O-])C(=O)F"
F -0.14 2.39 -0.14 -0.30
S -0.05 -1.37 0.81 0.65
C -0.82 1.27 0.09 0.97
O -0.61 -2.99 -0.87 -0.33
N 0.06 0.28 0.56 -0.68
O -0.24 -0.99 -1.70 -0.34
C 1.48 0.87 1.04 0.41
N -0.28 -1.85 -0.86 0.41
N 2.51 1.20 1.34 -0.30
O -1.92 1.19 -0.28 -0.50

---

Entry 4:
13
Properties=species:S:1:pos:R:3:nbo_charge:R:1 method="wB97M-V/def2-TZVPD" orbital_gap_ev=9.50 multiplicity=1 e_above_lowest_kcal_mol=47.9 charge=+2
O -2.44 -0.31 3.97 -0.41
C -1.44 -1.25 -0.03 1.09
O -0.76 -2.27 -0.28 -0.52
H -2.50 -2.22 3.10 0.30
H -1.74 0.53 0.19 0.57
O -2.88 -0.15 6.24 -0.22
H -4.05 -1.28 2.99 0.31
O -1.17 -0.08 -0.37 -0.52
C -2.95 -1.24 2.90 -0.22
H -0.08 -2.16 -0.98 0.59
C -2.55 -0.63 1.62 0.31
O -2.71 -1.46 0.65 -0.40
C -2.64 -0.30 5.15 1.14